[1]
# C19H50AlOP2S

C19H50AlOP2S as an isolated structure (ωB97M-V/def2-TZVPD, the OMol25 dataset).

Properties
multiplicity = 1
E_tot = -58575.085 eV
max |F| = 0.2 eV/Å
total charge = -1

Last column: Löwdin charge in e.
Geometry (Å):
C: 9.18 -0.85 -3.56  -0.28
Al: 7.52 -0.27 -4.42  0.06
P: 7.11 2.05 -3.94  0.47
O: 8.23 2.96 -4.39  -0.62
P: 5.61 -1.37 -3.38  0.12
S: 5.20 -0.74 -1.52  -0.08
H: 9.17 -0.76 -2.47  -0.01
H: 9.99 -0.22 -3.94  -0.01
H: 9.43 -1.89 -3.80  -0.02
H: 7.38 -0.49 -6.01  -0.12
H: 6.72 2.26 -2.59  -0.08
H: 5.84 2.44 -4.48  -0.07
H: 5.69 -2.78 -3.46  -0.11
H: 4.47 -1.28 -4.22  -0.11
C: 4.24 2.34 0.52  -0.11
C: 3.67 1.05 1.09  -0.30
C: 2.57 1.26 2.13  -0.23
C: 2.98 2.03 3.39  -0.23
C: 4.16 1.41 4.14  -0.27
C: 3.90 -0.02 4.62  -0.12
H: 4.72 2.95 1.29  0.06
H: 4.97 2.12 -0.25  0.04
H: 3.45 2.95 0.07  0.07
H: 4.48 0.45 1.52  0.10
H: 3.27 0.45 0.27  0.04
H: 2.16 0.29 2.41  0.09
H: 1.74 1.80 1.65  0.10
H: 2.12 2.09 4.06  0.11
H: 3.23 3.06 3.12  0.10
H: 4.39 2.04 5.00  0.10
H: 5.05 1.42 3.50  0.10
H: 3.01 -0.06 5.25  0.07
H: 4.74 -0.40 5.19  0.07
H: 3.74 -0.69 3.77  0.07
C: -2.93 0.91 -2.44  -0.11
C: -2.79 -0.17 -1.37  -0.26
C: -2.10 0.31 -0.10  -0.23
C: -0.67 0.82 -0.30  -0.22
C: 0.28 -0.19 -0.95  -0.26
C: 0.48 -1.46 -0.13  -0.10
H: -1.95 1.26 -2.78  0.07
H: -3.47 0.54 -3.31  0.07
H: -3.47 1.78 -2.05  0.07
H: -2.25 -1.03 -1.79  0.10
H: -3.79 -0.55 -1.11  0.08
H: -2.10 -0.51 0.63  0.09
H: -2.70 1.11 0.35  0.11
H: -0.27 1.10 0.67  0.09
H: -0.69 1.73 -0.90  0.10
H: 1.26 0.30 -1.09  0.10
H: -0.06 -0.45 -1.95  0.10
H: 0.85 -1.22 0.87  0.06
H: 1.21 -2.11 -0.60  0.07
H: -0.45 -2.02 -0.01  0.06
C: -9.73 -1.88 0.62  -0.11
C: -8.79 -1.31 1.68  -0.27
C: -7.88 -0.21 1.15  -0.23
C: -6.96 -0.62 0.00  -0.23
C: -6.07 -1.83 0.30  -0.27
C: -5.13 -1.61 1.48  -0.10
H: -9.18 -2.35 -0.19  0.06
H: -10.40 -2.63 1.05  0.07
H: -10.35 -1.09 0.19  0.07
H: -8.18 -2.12 2.10  0.10
H: -9.37 -0.92 2.52  0.10
H: -7.27 0.18 1.98  0.10
H: -8.50 0.63 0.82  0.11
H: -6.33 0.23 -0.26  0.11
H: -7.56 -0.84 -0.89  0.10
H: -5.47 -2.04 -0.59  0.09
H: -6.68 -2.72 0.47  0.10
H: -4.52 -0.71 1.34  0.06
H: -4.45 -2.45 1.61  0.07
H: -5.68 -1.48 2.42  0.07

=====

[2]
# C6H8N2O

One molecule with the formula C6H8N2O at a distorted geometry (ωB97M-V/def2-TZVPD, the OMol25 dataset).

Properties
multiplicity = 1
E_tot = -11375.286 eV
max |F| = 1.2 eV/Å

Last column: natural (NBO) charge in e.
Geometry (Å):
C: -1.53 -1.38 1.65  -0.72
C: 2.09 1.23 -0.50  -0.64
N: 0.05 -0.67 -0.11  -0.48
C: -1.34 -0.85 0.25  0.69
C: 0.72 0.74 -0.85  0.09
C: 0.55 -0.57 -1.50  -0.43
C: -0.32 1.73 -0.74  0.21
O: -2.21 -0.59 -0.53  -0.49
N: -1.09 2.59 -0.74  -0.28
H: 0.72 -1.01 0.57  0.40
H: -0.27 -0.67 -2.21  0.20
H: -2.60 -1.45 1.86  0.26
H: -1.10 -2.38 1.74  0.24
H: -1.05 -0.73 2.38  0.24
H: 2.48 0.73 0.39  0.23
H: 2.77 0.97 -1.32  0.25
H: 2.15 2.31 -0.34  0.23

=====

[3]
# C32H43BCrIN2P2Si2

C32H43BCrIN2P2Si2 as an isolated structure (ωB97M-V/def2-TZVPD, the OMol25 dataset).

Properties
multiplicity = 2
E_tot = -108395.801 eV
max |F| = 0.8 eV/Å

Last column: Löwdin charge in e.
Geometry (Å):
Cr: 0.05 1.51 0.47  -0.04
N: -1.02 -1.68 0.20  -0.37
P: -2.56 -1.31 0.94  0.97
C: -3.38 -2.90 0.56  -0.37
C: -2.87 -4.13 0.99  -0.09
C: -3.50 -5.31 0.65  -0.08
C: -4.67 -5.28 -0.10  -0.09
C: -5.20 -4.07 -0.51  -0.09
C: -4.55 -2.88 -0.18  -0.11
C: -2.17 -1.52 2.70  -0.39
C: -0.95 -1.99 3.19  -0.11
C: -0.73 -2.07 4.55  -0.07
C: -1.73 -1.70 5.44  -0.08
C: -2.94 -1.22 4.97  -0.09
C: -3.16 -1.12 3.60  -0.11
P: -0.31 -0.54 -0.83  0.91
C: -1.43 -0.37 -2.26  -0.36
C: -1.90 -1.50 -2.92  -0.09
C: -2.80 -1.37 -3.97  -0.07
C: -3.22 -0.10 -4.36  -0.07
C: -2.76 1.02 -3.70  -0.07
C: -1.86 0.89 -2.65  -0.09
C: 1.08 -1.48 -1.46  -0.35
C: 1.80 -2.31 -0.59  -0.10
C: 2.90 -3.00 -1.05  -0.06
C: 3.31 -2.87 -2.37  -0.07
C: 2.61 -2.04 -3.24  -0.08
C: 1.50 -1.35 -2.78  -0.10
H: -0.96 -2.62 -0.17  0.06
H: -1.97 -4.16 1.60  0.10
H: -3.10 -6.26 0.99  0.10
H: -5.18 -6.20 -0.35  0.10
H: -6.11 -4.04 -1.09  0.10
H: -4.96 -1.93 -0.52  0.10
H: -0.16 -2.26 2.50  0.07
H: 0.23 -2.41 4.91  0.10
H: -1.55 -1.76 6.51  0.10
H: -3.71 -0.91 5.66  0.10
H: -4.09 -0.71 3.24  0.10
H: -1.57 -2.49 -2.63  0.11
H: -3.16 -2.25 -4.48  0.11
H: -3.93 0.00 -5.18  0.11
H: -3.10 2.01 -3.99  0.11
H: -1.53 1.77 -2.12  0.06
H: 1.51 -2.39 0.45  0.10
H: 3.46 -3.63 -0.37  0.11
H: 4.18 -3.41 -2.72  0.11
H: 2.93 -1.93 -4.26  0.11
H: 0.95 -0.70 -3.46  0.11
C: 4.08 3.04 -1.67  -0.17
Si: 3.08 2.22 -0.30  0.46
C: 3.57 0.42 -0.49  -0.16
C: 3.60 2.87 1.39  -0.16
C: 1.21 2.60 -0.54  -0.49
Si: 0.79 4.46 -0.28  0.41
C: -0.75 4.91 -1.27  -0.21
C: 2.10 5.64 -0.96  -0.19
C: 0.70 4.86 1.57  -0.21
H: 5.09 2.63 -1.61  0.03
H: 4.17 4.12 -1.60  0.01
H: 3.70 2.79 -2.66  0.04
H: 4.65 0.38 -0.41  0.05
H: 3.30 0.05 -1.48  0.03
H: 3.17 -0.27 0.26  0.00
H: 4.44 2.29 1.77  0.04
H: 2.81 2.81 2.13  0.02
H: 3.92 3.91 1.32  0.03
H: 0.95 2.33 -1.58  0.03
H: -0.45 5.44 -2.18  0.03
H: -1.40 5.58 -0.70  0.03
H: -1.36 4.06 -1.56  -0.02
H: 2.35 5.46 -2.01  0.03
H: 3.02 5.65 -0.38  0.02
H: 1.66 6.64 -0.89  0.04
H: 0.63 3.98 2.21  0.00
H: -0.19 5.47 1.78  0.03
H: 1.58 5.42 1.86  0.03
B: 2.67 -1.22 3.17  -0.41
C: 1.68 -0.24 2.44  -0.19
N: 1.00 0.44 1.80  0.05
H: 2.80 -0.86 4.31  0.01
H: 2.18 -2.33 3.07  0.01
H: 3.69 -1.13 2.53  0.02
I: -2.17 2.54 1.15  0.40

=====

Number 3 is which compound?
C32H43BCrIN2P2Si2